Density functional theory data (wB97M-V/def2-TZVPD) for a structure of composition C12H28N4O4.

Geometry as XYZ:
```
48
Properties=species:S:1:pos:R:3:forces:R:3
O 3.0986 4.1048 0.9974 0.2 -1.3 2.0
O -2.6529 1.4056 -1.2728 -2.5 0.4 -0.9
O -2.0387 2.1922 1.8489 -0.6 -0.4 -0.8
O 1.7407 -0.4499 0.5442 0.3 -0.5 0.2
N -1.8677 0.1323 -2.9161 -0.9 -0.5 -1.5
N 1.5128 2.6946 1.7110 1.0 -1.7 2.8
N 1.3496 -2.6923 0.5150 -1.8 2.1 -0.3
N -1.0501 0.5494 0.6878 -0.2 -1.4 -0.4
C 1.7858 -1.5519 0.0176 2.9 0.4 0.2
C -1.6591 1.7283 0.7649 -1.1 0.7 2.4
C -1.7824 -1.2205 -3.4876 0.1 1.1 0.0
C 1.7174 -3.9303 -0.0325 0.0 -1.7 0.8
C 2.7100 3.2893 1.8689 -0.4 2.6 -3.6
C 1.2711 1.6127 2.6689 -1.0 -0.3 0.3
C -0.9389 -0.4088 1.7552 -2.8 1.4 0.2
C -0.6872 0.0040 -0.5951 1.8 0.0 0.6
C -2.6616 0.3484 -1.8454 -1.4 0.1 -1.8
C 0.4858 -2.6757 1.6563 1.1 -4.1 1.8
C 0.6416 2.7625 0.5942 0.5 0.7 -1.1
C -0.8796 1.1468 -3.3091 0.5 -1.0 -0.7
H -1.1862 -0.9608 -0.6862 -0.1 -0.3 -0.3
H 0.0405 -1.7443 2.0058 3.2 -6.0 3.2
H 0.8847 1.9199 -0.0532 0.2 0.3 -0.6
H -1.8217 -1.0463 1.8027 -0.6 -0.5 -0.6
H -3.3293 -0.4882 -1.5873 0.1 0.0 0.0
H -0.4204 2.6129 0.7891 2.5 1.5 1.0
H 3.2431 3.0575 2.8039 0.0 0.0 -0.3
H -0.9568 -1.7734 -3.0396 0.1 -0.2 0.0
H 0.8949 0.7091 2.1894 0.0 0.7 -0.1
H 2.3628 -4.3719 0.7268 0.6 -0.5 -0.4
H 1.0334 -3.1543 2.4682 0.1 0.0 0.4
H -1.1110 2.1673 -3.0038 -0.5 -0.3 -0.3
H 0.5527 1.9697 3.4068 -0.2 -0.3 0.1
H 0.8390 -4.5755 -0.0151 -0.1 -0.1 -0.6
H -1.0037 -0.0587 2.7854 0.7 0.8 -0.2
H -0.8925 0.6326 -1.4616 1.2 -0.4 2.5
H 2.1405 1.2227 3.1981 0.4 0.6 -0.1
H -0.6669 1.0062 -4.3688 -0.5 0.5 -0.2
H 0.7036 3.7368 0.1096 0.5 -0.1 -0.2
H -0.3872 -3.3158 1.5288 -0.1 -0.2 -0.5
H 2.1934 -3.8854 -1.0121 -0.1 0.1 0.2
H 0.3900 -0.1560 -0.5499 -0.9 0.1 -0.6
H -2.7270 -1.7426 -3.3354 0.1 0.0 0.1
H 0.0873 0.9084 -2.8659 0.2 0.0 0.2
H 2.4452 -1.7375 -0.8443 -0.3 0.2 -0.5
H -1.6228 -1.1197 -4.5612 0.1 -0.2 0.0
H -1.6343 2.2835 -0.1855 -0.2 -0.1 1.0
H -0.1465 -1.1374 1.5834 -2.3 7.7 -3.6
```
Positions in Å, forces in eV/Å.

Frontier orbital gap ... 8.30 eV
HOMO level ... -8.19 eV
E_LUMO ... 0.107 eV
ΔE to the lowest compared entry with this formula, charge and spin ... 1018.4 kJ/mol
E_tot ... -27040.075 eV
M ... 292.380 g mol⁻¹